14
Properties=species:S:1:pos:R:3:forces:R:3 method="wB97M-V/def2-TZVPD" fmax_ha_per_bohr=0.087 gap_ev=9.67 total_charge=0 relative_energy_kj_mol=152.5 homo_ev=-9.33
C 0.807 0.738 -0.055 0.3812 1.0222 -0.5589
C -0.963 -0.552 0.242 1.6951 -1.5280 -1.1010
C 0.004 0.222 1.129 0.6493 1.2852 0.9989
C 0.459 -0.454 -0.900 -4.3815 -0.8641 0.1965
O -0.516 1.265 1.966 0.3424 -0.9748 -0.2238
O 0.089 -0.257 -2.225 0.5496 0.9089 -0.0643
I 1.679 -2.203 -0.740 0.0376 0.1524 0.2629
H 0.361 1.682 -0.476 0.2591 -0.9853 0.2331
H 1.856 0.903 0.132 0.4059 0.2062 -0.0363
H -1.359 -1.579 0.415 0.7032 0.6605 0.4376
H -1.861 0.050 0.024 0.6588 0.2031 -0.6866
H 0.699 -0.260 1.802 -0.1993 -1.0623 -0.0405
H -1.287 1.488 1.475 -1.2469 1.0057 -0.1346
H 0.030 -1.042 -2.789 0.1454 -0.0298 0.7169